ORCA calculation (wB97M-V/def2-TZVPD) on a structure of composition Ca2H10N4O17 at a distorted geometry.

XYZ file:
```
33
Ca2H10N4O17 wB97M-V/def2-TZVPD
Ca -3.68612 9.07165 0.01977
Ca -3.39766 5.61305 4.12718
N -3.78645 10.72352 3.38909
O -3.70051 9.96717 2.38041
O -3.25604 11.84077 3.35786
O -4.35887 10.33190 4.40899
N -5.93110 7.47303 2.37360
O -5.48635 7.95985 1.31270
O -5.18920 6.85461 3.15658
O -7.14452 7.47077 2.54022
N -2.72249 5.68695 0.66339
O -2.32449 4.89109 -0.17339
O -3.20324 5.29569 1.75688
O -2.83494 6.88123 0.32546
N -7.00806 10.97595 0.05951
O -5.81065 10.58619 0.00643
O -7.86822 10.39516 -0.61894
O -7.33182 11.82673 0.90252
O -9.57528 8.21560 3.66226
H -8.72964 7.95698 3.27699
H -9.45053 9.13206 3.92522
O -7.47812 5.82827 -0.29378
H -6.81255 6.43128 0.05426
H -7.59189 5.16545 0.39314
O -2.75632 7.82971 3.86386
H -1.92225 8.29435 3.99296
H -3.40210 8.53546 3.63989
O -8.26332 5.13512 3.24200
H -7.54870 4.60607 2.87890
H -8.01131 6.05645 3.04781
O -6.98067 7.42655 5.92336
H -7.69867 8.02800 6.14006
H -6.91985 7.46176 4.96352
```

Its largest force on an atom is 3.271 eV Å⁻¹. The LUMO energy is -0.124 Eh. The value obtained for the molar mass is 418.25 g/mol. As for the net charge: 0.

Need the natural (NBO) charges? In units of e they are: atom 1 (Ca): 1.901, atom 2 (Ca): 1.909, atom 3 (N): 0.717, atom 4 (O): -0.724, atom 5 (O): -0.440, atom 6 (O): -0.486, atom 7 (N): 0.771, atom 8 (O): -0.557, atom 9 (O): -0.673, atom 10 (O): -0.463, atom 11 (N): 0.748, atom 12 (O): -0.363, atom 13 (O): -0.672, atom 14 (O): -0.656, atom 15 (N): 0.720, atom 16 (O): -0.729, atom 17 (O): -0.480, atom 18 (O): -0.473, atom 19 (O): -0.944, atom 20 (H): 0.470, atom 21 (H): 0.468, atom 22 (O): -0.927, atom 23 (H): 0.465, atom 24 (H): 0.462, atom 25 (O): -1.074, atom 26 (H): 0.507, atom 27 (H): 0.552, atom 28 (O): -0.941, atom 29 (H): 0.440, atom 30 (H): 0.478, atom 31 (O): -0.960, atom 32 (H): 0.484, atom 33 (H): 0.472